The following is a DFT calculation (ωB97M-V/def2-TZVPD) of 2 unconnected molecules or ions with the total composition C12H11NO2.

Values from the calculation:
net charge: 0
relative energy (zero: lowest compared OMol25 entry of this formula, charge and spin): 472.9 kJ/mol
HOMO level: -8.68 eV
lowest unoccupied orbital energy: 0.12 eV

The geometry in XYZ format:
```
26
C12H11NO2 ωB97M-V/def2-TZVPD
C -0.21 1.39 2.78
C -1.08 1.10 1.62
C -2.46 1.19 1.66
C -3.34 0.71 0.66
C -1.47 0.35 -0.62
C -0.55 0.56 0.37
C 1.37 -0.36 -0.76
C 2.22 0.02 -1.82
C 2.68 -0.96 -2.74
C 2.57 -2.31 -2.51
C 1.56 -2.64 -1.48
C 0.78 -1.61 -0.82
H -1.68 2.77 2.98
H 0.72 2.04 2.39
H 0.25 0.53 3.27
H -3.16 1.49 2.53
H -4.56 0.46 0.56
H -0.98 0.40 -1.62
H 2.25 1.16 -1.99
H 3.48 -0.58 -3.23
H 2.93 -3.29 -3.10
H 1.53 -3.71 -1.27
H 0.04 -1.76 -0.15
N -2.78 0.25 -0.56
O -0.92 2.16 3.86
O 0.81 0.65 -0.02
```

---

The following is a DFT calculation (ωB97M-V/def2-TZVPD) of a molecular structure, C12H12Cl2F2N2O2RbS2SbSe4.

Values from the calculation:
net charge: -2
HOMO level (spin up / spin down): -1.49 / -1.47 eV
lowest unoccupied orbital energy (spin up / spin down): 2.56 / 3.27 eV

The geometry in XYZ format:
```
40
C12H12Cl2F2N2O2RbS2SbSe4 ωB97M-V/def2-TZVPD
Rb -0.06 -0.32 0.31
O 4.22 -0.79 4.53
C 4.85 -0.34 3.43
C 6.24 -0.39 3.41
C 6.95 0.04 2.30
C 6.27 0.54 1.19
C 4.89 0.60 1.21
C 4.15 0.18 2.32
C 2.65 0.28 2.26
O 2.09 0.70 1.22
N 2.04 -0.07 3.40
N 0.67 -0.11 3.25
C -0.08 0.02 4.25
S 0.43 0.40 5.91
C -1.24 0.27 6.60
C -2.24 0.70 5.53
S -1.82 -0.21 4.04
H 3.23 -0.62 4.37
H 6.76 -0.78 4.28
H 8.03 0.01 2.31
H 6.82 0.86 0.31
H 4.32 0.99 0.37
H -1.29 0.91 7.48
H -1.42 -0.77 6.90
H -2.16 1.77 5.34
H -3.26 0.45 5.79
Cl 0.19 5.15 -0.79
C -0.45 3.57 -0.25
Cl 0.19 2.24 -1.23
H -1.53 3.57 -0.35
H -0.14 3.42 0.77
F 1.55 -3.22 0.27
C 0.38 -3.31 -0.33
F 0.52 -2.74 -1.53
H 0.04 -4.34 -0.45
Se -7.30 1.06 -1.53
Sb -5.63 1.05 0.37
Se -4.78 -1.26 0.63
Se -6.96 1.78 2.31
Se -3.83 2.63 -0.18
```

---

The following is a DFT calculation (ωB97M-V/def2-TZVPD) of 2 unconnected molecules or ions with the total composition C12H12N2O2.

Values from the calculation:
net charge: 0
relative energy (zero: lowest compared OMol25 entry of this formula, charge and spin): 807.1 kJ/mol
HOMO level (spin up / spin down): -7.97 / -7.97 eV
structure (SMILES): [O-]/[N+](O)=C1/CCc2ccccc21.[H]/N=C\C#C
lowest unoccupied orbital energy (spin up / spin down): 0.28 / 0.28 eV

The geometry in XYZ format:
```
28
C12H12N2O2 ωB97M-V/def2-TZVPD
O 1.72 -2.08 0.40
N 0.50 -2.00 0.39
O -0.27 -3.20 0.12
C -0.31 -1.03 0.72
C -1.78 -1.08 0.48
C -2.23 0.38 0.77
C -0.94 1.14 1.03
C -0.77 2.41 1.34
C 0.48 2.88 1.56
C 1.59 2.11 1.39
C 1.39 0.73 1.16
C 0.12 0.27 0.98
H 0.44 -3.96 0.04
H -2.26 -1.73 1.13
H -1.91 -1.38 -0.51
H -2.97 0.44 1.56
H -2.91 0.84 0.08
H -1.72 3.08 1.31
H 0.47 3.92 1.87
H 2.56 2.50 1.46
H 2.21 0.04 1.17
H -0.19 0.98 -1.45
N -0.59 0.16 -1.90
C 0.12 -0.57 -2.64
C 1.54 -0.67 -2.98
C 2.57 -1.19 -3.35
H -0.39 -1.42 -2.96
H 3.54 -1.54 -3.15
```